Computed, not measured: one molecule with the formula C4H4Cl2O, with ωB97M-V/def2-TZVPD.

Values from the calculation:
HOMO energy: -9.90 eV
Spin multiplicity: 1
Relative energy (zero: lowest compared OMol25 entry of this formula, charge and spin): 50.8 kJ/mol
Maximum force: 0.0598 Eh/bohr
SMILES: CC(=O)C=C(Cl)Cl

```
11
Properties=species:S:1:pos:R:3:lowdin_charge:R:1
C 0.62528 -0.40634 -0.06714 -0.15
C 1.97912 -0.31263 -0.02926 -1.12
C -0.35706 0.69406 -0.04525 -0.46
C -1.78818 0.15973 0.07764 -0.01
O -0.04948 1.84683 -0.06871 0.08
Cl 2.88197 -1.75785 -0.01426 0.67
Cl 2.87709 1.16044 0.04036 0.68
H 0.36894 -1.47094 -0.08882 0.10
H -1.88341 -0.10627 1.08851 0.08
H -2.08246 -0.60115 -0.55216 0.05
H -2.57182 0.79411 -0.34091 0.09
```

Computed, not measured: a 2-piece molecular cluster, C3H10O2 overall, with ωB97M-V/def2-TZVPD.

Values from the calculation:
HOMO energy: -9.78 eV
Spin multiplicity: 1
Relative energy (zero: lowest compared OMol25 entry of this formula, charge and spin): 117.7 kJ/mol
Maximum force: 0.0588 Eh/bohr
SMILES: CCOC.O

```
15
Properties=species:S:1:pos:R:3:lowdin_charge:R:1
O -0.14360 -1.44597 -0.03642 -0.18
C 0.00000 0.00000 0.00000 -0.07
C 0.49001 -2.14764 -2.22216 -0.10
C 0.79988 -2.13100 -0.74119 -0.36
H 0.88027 0.28265 0.60153 0.09
H -0.89731 0.45107 0.45605 0.09
H 0.12207 0.41031 -1.01654 0.07
H -0.10624 -3.05074 -2.43546 0.07
H 1.42581 -2.19841 -2.80381 0.08
H -0.08111 -1.26320 -2.55107 0.07
H 1.85369 -1.80301 -0.82695 0.12
H 0.80226 -3.21077 -0.49717 0.12
O -0.89697 2.23948 -4.26442 -0.09
H -0.15517 2.05714 -3.64414 0.04
H -0.90960 1.46447 -4.87061 0.05
```